Formula: C2H3NOS
Source: the Open Molecules 2025 dataset
Level of theory: the ωB97M-V functional and the def2-TZVPD basis

Computed properties:
energy = -16493.51242 eV
HOMO = -9.675 eV
spin multiplicity = 1
net charge = 0
molecular weight = 89.1 g mol⁻¹

Positions of all 8 atoms, in Å:
1 C -0.197 -0.318 0.008
2 C -1.587 0.161 -0.099
3 H 3.043 0.567 0.384
4 H 0.115 -1.356 0.233
5 H -1.686 1.260 -0.215
6 N 0.753 0.580 -0.068
7 O -2.628 -0.508 -0.100
8 S 2.188 -0.385 -0.144


Formula: C14H38Cd2N2O7
Source: the Open Molecules 2025 dataset
Level of theory: the ωB97M-V functional and the def2-TZVPD basis

Computed properties:
energy = -41550.00197 eV
HOMO = -12.637 eV
spin multiplicity = 1
net charge = +2
molecular weight = 571.3 g mol⁻¹

Positions of all 63 atoms, in Å:
1 Cd 8.553 -5.956 -13.721
2 Cd 11.234 -4.683 -15.080
3 C 8.274 -4.447 -16.432
4 O 9.222 -5.145 -15.690
5 H 7.855 -5.078 -17.215
6 H 7.348 -4.133 -15.951
7 H 8.572 -3.477 -16.830
8 C 10.980 -4.789 -11.725
9 O 10.517 -5.060 -13.054
10 H 10.561 -5.411 -10.934
11 H 11.985 -5.206 -11.654
12 H 11.052 -3.719 -11.528
13 C 4.237 -0.331 -14.851
14 O 3.777 -1.252 -15.850
15 C 4.196 -2.493 -15.408
16 C 3.413 -3.515 -16.200
17 N 3.821 -4.887 -15.932
18 C 3.177 -5.923 -16.751
19 C 4.088 -7.200 -16.598
20 O 4.174 -7.681 -15.224
21 C 2.924 -8.133 -14.680
22 H 3.684 -0.443 -13.919
23 H 3.966 0.595 -15.357
24 H 5.303 -0.210 -14.662
25 H 4.060 -2.688 -14.344
26 H 5.274 -2.450 -15.565
27 H 3.546 -3.259 -17.252
28 H 2.351 -3.486 -15.957
29 H 4.761 -5.136 -15.657
30 H 3.183 -5.657 -17.808
31 H 2.167 -6.221 -16.472
32 H 5.136 -7.019 -16.834
33 H 3.786 -7.851 -17.419
34 H 2.243 -7.305 -14.875
35 H 2.868 -8.205 -13.594
36 H 2.652 -9.051 -15.201
37 C 10.816 -7.797 -23.956
38 O 10.717 -6.455 -24.495
39 C 11.758 -5.650 -23.921
40 C 11.816 -5.502 -22.299
41 N 10.627 -4.887 -21.730
42 C 9.753 -5.959 -21.280
43 C 8.760 -5.589 -20.185
44 O 7.565 -5.078 -20.826
45 C 6.444 -4.976 -20.035
46 H 10.899 -8.049 -22.899
47 H 11.725 -8.216 -24.388
48 H 10.096 -8.438 -24.463
49 H 11.793 -4.595 -24.193
50 H 12.667 -5.991 -24.417
51 H 12.612 -4.806 -22.035
52 H 12.128 -6.475 -21.917
53 H 10.045 -4.633 -22.515
54 H 10.360 -6.703 -20.762
55 H 9.217 -6.517 -22.048
56 H 9.087 -4.828 -19.478
57 H 8.432 -6.335 -19.462
58 H 5.734 -4.331 -20.554
59 H 6.651 -4.413 -19.126
60 H 6.171 -6.012 -19.832
61 O 11.024 -2.637 -14.761
62 H 10.757 -2.046 -15.465
63 H 11.047 -2.085 -13.979


Formula: C45H36F3NOP2Sn
Source: the Open Molecules 2025 dataset
Level of theory: the ωB97M-V functional and the def2-TZVPD basis

Computed properties:
energy = -83336.77786 eV
HOMO = -13.430 eV
spin multiplicity = 1
net charge = +2
molecular weight = 844.4 g mol⁻¹

Positions of all 89 atoms, in Å:
1 Sn -0.177 -0.050 -1.003
2 C -7.222 -0.011 -1.332
3 C -6.367 -0.006 -0.051
4 C -7.281 0.001 1.188
5 C -5.499 -1.256 -0.020
6 C -6.066 -2.523 0.078
7 C -5.297 -3.674 0.138
8 C -3.917 -3.584 0.106
9 C -3.323 -2.334 -0.010
10 P -1.517 -2.174 -0.049
11 C -0.988 -3.141 -1.493
12 C 0.333 -3.598 -1.543
13 C 0.811 -4.211 -2.690
14 C -0.015 -4.346 -3.800
15 C -1.321 -3.880 -3.758
16 C -1.811 -3.274 -2.610
17 C -0.921 -3.027 1.432
18 C -0.674 -4.396 1.475
19 C -0.276 -4.977 2.669
20 C -0.131 -4.202 3.812
21 C -0.380 -2.837 3.770
22 C -0.767 -2.246 2.579
23 C -4.115 -1.190 -0.081
24 O -3.425 -0.010 -0.206
25 C -4.114 1.171 -0.092
26 C -3.320 2.314 -0.033
27 C -3.908 3.569 0.067
28 C -5.287 3.662 0.104
29 C -6.060 2.513 0.055
30 C -5.498 1.243 -0.031
31 P -1.517 2.149 -0.119
32 C -1.057 3.221 -1.521
33 C -0.674 4.552 -1.383
34 C -0.329 5.288 -2.507
35 C -0.326 4.697 -3.762
36 C -0.733 3.378 -3.913
37 C -1.114 2.652 -2.797
38 C -0.863 2.917 1.384
39 C 0.467 3.346 1.396
40 C 1.010 3.872 2.556
41 C 0.243 3.942 3.712
42 C -1.071 3.494 3.706
43 C -1.628 2.979 2.546
44 H -7.860 -0.894 -1.363
45 H -6.588 -0.014 -2.220
46 H -7.858 0.873 -1.370
47 H -7.924 -0.878 1.200
48 H -7.921 0.881 1.193
49 H -6.688 0.003 2.104
50 H -7.144 -2.617 0.116
51 H -5.777 -4.639 0.218
52 H -3.304 -4.474 0.167
53 H 0.963 -3.509 -0.665
54 H 1.824 -4.591 -2.718
55 H 0.362 -4.819 -4.696
56 H -1.961 -3.992 -4.623
57 H -2.837 -2.928 -2.573
58 H -0.789 -5.005 0.587
59 H -0.077 -6.040 2.710
60 H 0.180 -4.662 4.740
61 H -0.275 -2.238 4.664
62 H -0.967 -1.180 2.527
63 H -3.287 4.454 0.114
64 H -5.765 4.629 0.175
65 H -7.138 2.610 0.087
66 H -0.641 5.012 -0.403
67 H -0.059 6.331 -2.406
68 H -0.015 5.262 -4.630
69 H -0.757 2.923 -4.894
70 H -1.546 1.663 -2.929
71 H 1.059 3.288 0.489
72 H 2.029 4.236 2.559
73 H 0.674 4.342 4.620
74 H -1.664 3.553 4.609
75 H -2.656 2.639 2.538
76 F 6.753 -1.828 -0.133
77 C 6.187 -1.135 0.859
78 F 6.346 -1.819 1.998
79 F 6.829 0.031 0.981
80 C 4.714 -0.900 0.594
81 C 4.128 -1.363 -0.575
82 C 2.785 -1.106 -0.771
83 N 2.035 -0.449 0.117
84 C 2.605 -0.014 1.246
85 C 3.944 -0.216 1.523
86 H 4.708 -1.901 -1.309
87 H 2.290 -1.432 -1.680
88 H 1.965 0.511 1.944
89 H 4.382 0.150 2.441


Formula: C6H9N3
Source: the Open Molecules 2025 dataset
Level of theory: the ωB97M-V functional and the def2-TZVPD basis

Computed properties:
energy = -10831.89048 eV
HOMO (alpha / beta) = -9.072 / -9.071 eV
spin multiplicity = 1
net charge = 0
molecular weight = 123.2 g mol⁻¹

Positions of all 18 atoms, in Å:
1 C -0.048 1.849 -0.443
2 C 0.625 3.035 -0.357
3 C 0.461 4.353 -0.412
4 C -1.205 -0.651 1.076
5 C 1.032 -1.428 -0.106
6 C -0.108 -0.432 -0.071
7 N 1.546 4.639 0.491
8 N 0.537 0.887 0.138
9 N 1.729 3.432 0.591
10 H -0.970 1.909 -1.105
11 H -0.346 4.879 -0.870
12 H -2.167 -0.300 0.827
13 H -0.911 -0.087 2.113
14 H -1.418 -1.644 1.296
15 H 0.714 -2.459 -0.094
16 H 1.582 -1.333 0.821
17 H 1.610 -1.195 -0.937
18 H -0.770 -0.540 -1.017


Formula: C4H4CoO5
Source: the Open Molecules 2025 dataset
Level of theory: the ωB97M-V functional and the def2-TZVPD basis

Computed properties:
energy = -52064.54583 eV
HOMO (alpha / beta) = -14.814 / -15.057 eV
<S²> = 6.02
spin multiplicity = 5
net charge = +1
molecular weight = 191.0 g mol⁻¹

Positions of all 14 atoms, in Å:
1 O -1.160 0.485 0.932
2 C -0.664 1.804 2.377
3 O -0.305 2.853 1.986
4 O -0.599 0.963 3.257
5 H 0.196 -1.712 -2.492
6 O -0.660 -1.518 -0.630
7 C -0.087 -0.912 -1.797
8 C 1.114 -0.138 -1.239
9 O 1.081 -0.447 0.160
10 C -0.204 -0.848 0.488
11 H -0.822 -0.254 -2.282
12 H 1.020 0.947 -1.391
13 H 2.076 -0.478 -1.642
14 Co -0.987 -0.746 2.271


Formula: C27H34N4O4P2Pb
Source: the Open Molecules 2025 dataset
Level of theory: the ωB97M-V functional and the def2-TZVPD basis

Computed properties:
energy = -66507.57198 eV
HOMO = -13.525 eV
spin multiplicity = 1
net charge = +2
molecular weight = 747.7 g mol⁻¹

Positions of all 72 atoms, in Å:
1 Pb 0.343 -0.779 0.062
2 O -0.785 1.294 -1.017
3 C -0.218 2.490 -1.044
4 C -0.121 3.221 -2.271
5 C 0.191 4.547 -2.326
6 C 0.523 5.233 -1.138
7 C 0.470 4.536 0.086
8 C 0.083 3.199 0.199
9 C 0.013 2.443 1.433
10 N 0.966 2.363 2.305
11 N 0.744 1.823 3.464
12 C 0.074 0.685 3.550
13 O 0.134 -0.214 2.631
14 C -0.535 0.366 4.908
15 C -0.395 1.229 6.008
16 C -0.814 0.867 7.284
17 C -1.385 -0.417 7.472
18 C -1.608 -1.224 6.373
19 C -1.128 -0.896 5.118
20 H -0.226 2.702 -3.215
21 H 0.167 4.965 -3.280
22 H 0.828 6.293 -1.140
23 H 0.957 5.064 0.930
24 H -0.790 1.685 1.577
25 H 0.215 2.141 5.857
26 H -0.767 1.673 8.046
27 H -1.754 -0.827 8.398
28 H -2.108 -2.170 6.555
29 H -1.206 -1.541 4.271
30 C -3.256 -0.538 -1.560
31 P -2.459 -1.344 -0.112
32 C -3.476 -0.964 1.391
33 C -2.628 -3.164 -0.292
34 C -1.767 -3.901 0.739
35 P 0.071 -3.617 0.540
36 C 0.580 -4.537 -0.989
37 C 0.753 -4.648 1.826
38 H -4.188 -0.084 -1.330
39 H -3.504 -1.250 -2.405
40 H -2.586 0.258 -1.875
41 H -4.424 -0.485 1.148
42 H -2.816 -0.248 1.992
43 H -3.648 -1.845 1.992
44 H -2.336 -3.428 -1.327
45 H -3.678 -3.548 -0.218
46 H -1.934 -4.946 0.809
47 H -1.969 -3.526 1.748
48 H 0.568 -5.622 -0.893
49 H 1.566 -4.159 -1.330
50 H -0.149 -4.342 -1.782
51 H 0.396 -5.656 1.766
52 H 0.624 -4.149 2.814
53 H 1.825 -4.654 1.630
54 O 5.220 3.295 -3.819
55 C 4.365 3.216 -4.893
56 N 3.126 2.570 -4.567
57 C 2.912 1.838 -3.412
58 O 3.491 2.117 -2.330
59 C 1.994 0.717 -3.507
60 C 0.941 0.576 -4.453
61 C 0.256 -0.664 -4.408
62 C 0.647 -1.632 -3.480
63 N 1.489 -1.464 -2.527
64 C 2.227 -0.348 -2.594
65 H 4.657 2.973 -3.012
66 H 4.911 2.576 -5.678
67 H 4.208 4.200 -5.398
68 H 2.612 2.234 -5.421
69 H 0.787 1.271 -5.322
70 H -0.541 -0.960 -5.089
71 H 0.241 -2.626 -3.579
72 H 3.026 -0.246 -1.890


Formula: C3H9NO3
Source: the Open Molecules 2025 dataset
Level of theory: the ωB97M-V functional and the def2-TZVPD basis

Computed properties:
energy = -10884.52881 eV
HOMO = -8.963 eV
SMILES = C=NOC.OCO
spin multiplicity = 1
net charge = 0
molecular weight = 107.1 g mol⁻¹

Positions of all 16 atoms, in Å:
1 C -0.912 2.367 0.564
2 N -1.569 1.471 0.006
3 O -0.806 -0.046 -0.051
4 C -1.784 -0.951 -0.575
5 H 0.177 2.322 0.709
6 H -1.383 3.324 0.785
7 H -2.707 -0.430 -0.818
8 H -1.400 -1.415 -1.485
9 H -2.018 -1.710 0.181
10 O 2.296 -1.309 -0.954
11 C 1.714 -1.054 0.265
12 O 1.910 0.226 0.726
13 H 2.996 -0.676 -1.135
14 H 2.054 -1.787 1.005
15 H 0.400 -0.985 0.122
16 H 1.031 0.652 0.654


Formula: C22H24N4O5
Source: the Open Molecules 2025 dataset
Level of theory: the ωB97M-V functional and the def2-TZVPD basis

Computed properties:
energy = -39401.89957 eV
HOMO = -8.451 eV
SMILES = COc1ccc(-c2noc(CN(C)C(=O)CCN3C(=O)[C@H]4CC=CC[C@H]4C3=O)n2)cc1
spin multiplicity = 1
net charge = 0
molecular weight = 424.5 g mol⁻¹

Positions of all 55 atoms, in Å:
1 C -6.729 -1.255 0.499
2 O -5.518 -1.146 1.208
3 C -4.506 -0.419 0.670
4 C -4.565 0.246 -0.554
5 C -3.472 0.958 -1.006
6 C -2.305 1.021 -0.250
7 C -1.158 1.757 -0.726
8 N -1.067 2.330 -1.900
9 O 0.169 2.907 -1.924
10 C 0.737 2.639 -0.743
11 C 2.109 3.124 -0.421
12 N 2.582 2.508 0.798
13 C 2.026 3.001 2.037
14 C 3.157 1.282 0.669
15 O 3.508 0.866 -0.420
16 C 3.340 0.488 1.947
17 C 3.763 -0.949 1.641
18 N 2.844 -1.596 0.725
19 C 1.475 -1.610 0.849
20 O 0.842 -1.078 1.726
21 C 0.946 -2.504 -0.262
22 C -0.459 -2.156 -0.744
23 C -0.482 -1.236 -1.921
24 C 0.592 -0.854 -2.587
25 C 1.989 -1.252 -2.243
26 C 2.075 -2.465 -1.293
27 C 3.295 -2.217 -0.432
28 O 4.447 -2.452 -0.670
29 N -0.029 1.941 0.030
30 C -2.245 0.355 0.977
31 C -3.333 -0.355 1.428
32 H -7.377 -1.875 1.117
33 H -7.198 -0.277 0.353
34 H -6.585 -1.739 -0.472
35 H -5.457 0.213 -1.160
36 H -3.508 1.474 -1.953
37 H 2.110 4.214 -0.324
38 H 2.784 2.841 -1.236
39 H 1.834 4.068 1.930
40 H 1.084 2.501 2.276
41 H 2.734 2.861 2.850
42 H 2.392 0.472 2.485
43 H 4.100 0.958 2.573
44 H 4.739 -0.974 1.149
45 H 3.811 -1.521 2.573
46 H 0.918 -3.507 0.184
47 H -1.004 -1.694 0.085
48 H -0.998 -3.070 -1.012
49 H -1.464 -0.900 -2.222
50 H 0.502 -0.179 -3.427
51 H 2.549 -1.476 -3.153
52 H 2.486 -0.392 -1.780
53 H 2.155 -3.388 -1.868
54 H -1.332 0.392 1.552
55 H -3.304 -0.881 2.369